## i
Molecular formula: C2H5PS
Method: DFT, ωB97M-V with the def2-TZVPD basis set

Calculated values
Gap between HOMO and LUMO   0.2669 Ha
2S+1   1
E_HOMO   -0.282 Ha

Geometry as XYZ:
```
9
Properties=species:S:1:pos:R:3:nbo_charge:R:1
C 0.14 1.23 1.46 -0.972
P 0.04 0.02 0.29 0.857
C 0.02 -0.87 -1.69 -0.535
S -0.68 -2.30 -1.86 0.092
H -0.59 1.96 1.50 0.213
H 1.13 1.68 1.81 0.234
H -1.27 -0.46 0.26 -0.017
H 0.79 -0.93 0.74 -0.046
H 0.42 -0.32 -2.51 0.175
```



## ii
Molecular formula: C2H5PS
Method: DFT, ωB97M-V with the def2-TZVPD basis set

Calculated values
Gap between HOMO and LUMO (spin up / spin down)   0.2754 / 0.2706 Ha
2S+1   1
E_HOMO (spin up / spin down)   -0.294 / -0.289 Ha

Geometry as XYZ:
```
9
Properties=species:S:1:pos:R:3:nbo_charge:R:1
C -0.13 -0.25 0.34 -0.825
C -0.96 1.41 -1.66 -0.763
P -0.97 -0.74 1.70 0.473
S 0.19 1.09 -0.48 0.727
H 2.55 -1.14 1.15 -0.003
H -2.01 0.97 -1.43 0.233
H 2.63 -1.65 0.63 0.004
H -0.76 2.34 -2.05 0.212
H -0.55 -2.03 1.80 -0.058
```



Which of them is most stable? Easy: i.



## i
Molecular formula: C6H17N2
Method: DFT, ωB97M-V with the def2-TZVPD basis set

Calculated values
Gap between HOMO and LUMO   0.3673 Ha
2S+1   1
Charge   +1
E_HOMO   -0.482 Ha

Geometry as XYZ:
```
25
Properties=species:S:1:pos:R:3:nbo_charge:R:1
C 0.05 -2.27 0.91 -0.602
C -2.09 0.94 1.09 -0.608
C -1.40 -0.31 1.63 -0.412
C -1.07 -1.30 0.52 -0.428
H 1.00 -1.74 1.04 0.163
H 0.22 -3.01 0.12 0.228
H -0.13 -2.81 1.84 0.230
H -2.49 1.54 1.91 0.231
H -2.93 0.68 0.45 0.228
H -1.43 1.59 0.51 0.168
H -2.01 -0.82 2.38 0.238
H -0.50 -0.02 2.19 0.164
H -1.99 -1.83 0.28 0.235
H -0.79 -0.80 -0.42 0.183
C 1.08 1.34 -1.10 -0.233
C 1.79 0.61 -1.97 0.062
N 1.75 0.80 -3.32 -0.757
N 1.24 1.09 0.35 -0.691
H 0.38 2.12 -1.36 0.233
H 2.52 -0.11 -1.62 0.210
H 2.07 0.02 -3.87 0.406
H 0.93 1.26 -3.69 0.399
H 0.58 0.35 0.67 0.468
H 1.05 1.92 0.90 0.445
H 2.18 0.77 0.56 0.441
```



## ii
Molecular formula: C6H17N2
Method: DFT, ωB97M-V with the def2-TZVPD basis set

Calculated values
Gap between HOMO and LUMO   0.3166 Ha
2S+1   1
Charge   +1
E_HOMO   -0.450 Ha

Geometry as XYZ:
```
25
Properties=species:S:1:pos:R:3:nbo_charge:R:1
C 3.61 0.66 -1.07 -0.612
C 2.61 -0.11 -0.18 -0.221
N 1.28 0.43 -0.60 -0.645
C 0.10 -0.41 -0.83 -0.264
C -0.95 -0.26 0.29 -0.020
N -1.01 -1.67 0.93 -0.696
C -2.41 0.07 0.11 -0.505
C -2.89 1.33 0.83 -0.597
H 4.68 0.51 -0.98 0.225
H 3.41 1.71 -1.07 0.213
H 3.32 0.36 -2.08 0.211
H 2.79 0.16 0.91 0.171
H 2.72 -1.17 -0.19 0.194
H 1.15 1.26 -0.04 0.371
H -0.29 -0.16 -1.81 0.229
H 0.43 -1.45 -1.11 0.218
H -0.52 0.40 1.11 0.237
H -1.09 -2.57 0.37 0.451
H -0.19 -1.83 1.54 0.439
H -1.83 -1.75 1.54 0.437
H -3.25 -0.63 0.23 0.245
H -2.73 0.25 -0.96 0.255
H -3.89 1.12 1.16 0.230
H -2.78 2.17 0.19 0.229
H -2.27 1.57 1.71 0.203
```



Which of them is most stable? Easy: i.



## i
Molecular formula: C6H17N2
Method: DFT, ωB97M-V with the def2-TZVPD basis set

Calculated values
Gap between HOMO and LUMO   0.1938 Ha
2S+1   1
Charge   +1
E_HOMO   -0.492 Ha

Geometry as XYZ:
```
25
Properties=species:S:1:pos:R:3:nbo_charge:R:1
C -0.45 1.41 0.23 -0.238
N -1.73 1.06 -0.26 -0.460
C -2.33 -0.23 0.03 -0.221
C -3.72 -0.34 -0.56 -0.630
C 0.54 0.31 -0.02 -0.173
N 0.27 -0.73 0.83 -0.129
C 2.98 -0.13 -0.70 -0.639
C 2.04 0.79 0.05 -0.360
H -0.19 2.37 -0.21 0.250
H -0.49 1.60 1.32 0.208
H -2.44 1.78 -0.23 0.405
H -1.66 -1.04 -0.29 0.216
H -2.45 -0.31 1.12 0.215
H -3.84 0.08 -1.56 0.228
H -4.41 0.30 0.01 0.222
H -4.08 -1.36 -0.50 0.243
H 0.44 -0.11 -1.06 0.326
H 3.19 -2.50 1.69 -0.026
H 1.12 -1.33 0.85 0.359
H 3.08 -3.19 1.41 0.028
H 4.02 0.06 -0.52 0.256
H 2.92 0.06 -1.77 0.230
H 2.81 -1.20 -0.57 0.213
H 2.32 0.89 1.10 0.234
H 2.07 1.75 -0.41 0.246
```



## ii
Molecular formula: C6H17N2
Method: DFT, ωB97M-V with the def2-TZVPD basis set

Calculated values
Gap between HOMO and LUMO   0.2859 Ha
2S+1   1
Charge   +1
E_HOMO   -0.434 Ha

Geometry as XYZ:
```
25
Properties=species:S:1:pos:R:3:nbo_charge:R:1
C -2.92 -1.16 -1.21 -0.613
C -1.51 -1.32 -0.48 -0.025
N -0.45 -1.58 -1.49 -0.857
C -0.90 -0.21 0.54 -0.440
C 0.45 -0.51 0.98 -0.463
C 1.81 0.02 0.48 -0.447
C 1.77 1.42 -0.10 -0.219
N 1.63 2.57 0.99 -0.727
H -3.70 -0.82 -0.50 0.212
H -2.85 -0.37 -1.95 0.201
H -3.10 -2.15 -1.67 0.239
H -1.81 -2.27 0.13 0.203
H -0.12 -0.81 -2.03 0.357
H 0.23 -2.12 -1.08 0.355
H -0.82 0.78 0.07 0.161
H -1.80 -0.04 1.17 0.241
H 0.61 -1.61 0.93 0.234
H 0.43 -0.47 2.00 0.226
H 2.56 -0.12 1.28 0.240
H 2.29 -0.76 -0.28 0.267
H 2.63 1.62 -0.72 0.241
H 0.90 1.50 -0.75 0.228
H 1.06 3.38 0.51 0.468
H 2.59 2.86 1.51 0.480
H 1.00 2.16 1.65 0.436
```



## iii
Molecular formula: C6H17N2
Method: DFT, ωB97M-V with the def2-TZVPD basis set

Calculated values
Gap between HOMO and LUMO   0.3653 Ha
2S+1   1
Charge   +1
E_HOMO   -0.492 Ha

Geometry as XYZ:
```
25
Properties=species:S:1:pos:R:3:nbo_charge:R:1
C -2.65 2.43 0.37 -0.606
C -1.99 1.49 -0.65 -0.408
C -0.49 1.63 -0.93 -0.427
C 0.41 0.78 -0.07 -0.227
N 0.51 -0.65 -0.48 -0.674
C 0.39 -1.56 0.68 -0.247
C 1.80 -2.05 0.99 -0.220
N 2.58 -2.46 -0.25 -0.669
H -2.57 3.48 0.11 0.212
H -2.14 2.31 1.34 0.191
H -3.69 2.20 0.57 0.223
H -2.48 1.72 -1.60 0.210
H -2.37 0.50 -0.37 0.194
H -0.43 1.37 -1.99 0.212
H -0.29 2.71 -0.87 0.236
H 0.09 0.94 0.96 0.190
H 1.43 1.17 -0.16 0.191
H -0.23 -0.77 -1.16 0.387
H 0.03 -1.02 1.55 0.226
H -0.22 -2.45 0.53 0.213
H 2.32 -1.19 1.41 0.227
H 1.86 -2.90 1.65 0.225
H 3.14 -3.25 0.03 0.443
H 1.89 -2.73 -0.95 0.445
H 3.08 -1.70 -0.69 0.456
```



## iv
Molecular formula: C6H17N2
Method: DFT, ωB97M-V with the def2-TZVPD basis set

Calculated values
Gap between HOMO and LUMO   0.3827 Ha
2S+1   1
Charge   +1
E_HOMO   -0.495 Ha

Geometry as XYZ:
```
25
Properties=species:S:1:pos:R:3:nbo_charge:R:1
C 2.94 -1.38 1.27 -0.443
N 1.69 -0.67 0.89 -0.508
C 1.70 0.55 0.07 -0.252
C 0.63 0.47 -1.07 -0.239
N -0.51 -0.30 -0.53 -0.673
C -1.67 0.56 -0.09 -0.051
C -2.57 -0.37 0.68 -0.611
C -2.35 1.26 -1.26 -0.654
H 3.07 -1.33 2.36 0.238
H 3.85 -0.96 0.83 0.242
H 3.01 -2.42 0.97 0.246
H 1.19 -0.49 1.75 0.441
H 1.10 -1.38 0.44 0.466
H 2.67 0.78 -0.36 0.239
H 1.42 1.43 0.64 0.231
H 1.01 -0.02 -1.97 0.216
H 0.36 1.49 -1.36 0.217
H -0.89 -0.86 -1.30 0.377
H -1.25 1.27 0.63 0.182
H -3.39 0.12 1.21 0.232
H -3.09 -1.07 0.01 0.215
H -1.98 -0.92 1.43 0.207
H -2.37 2.35 -1.09 0.232
H -1.83 1.13 -2.21 0.215
H -3.39 0.99 -1.42 0.236
```



Which of them is most stable? Easy: iv.



## i
Molecular formula: C3H4N2S2
Method: DFT, ωB97M-V with the def2-TZVPD basis set

Calculated values
Gap between HOMO and LUMO   0.2876 Ha
2S+1   1
E_HOMO   -0.300 Ha

Geometry as XYZ:
```
11
Properties=species:S:1:pos:R:3:nbo_charge:R:1
C -1.35 -1.40 0.75 -0.382
C -1.39 1.49 -0.36 0.168
C -0.08 -1.03 0.42 -0.270
N -0.25 1.40 -0.39 -0.401
N 2.05 0.00 -0.68 -1.017
S -2.47 -1.36 -0.47 -0.183
S 1.24 -1.47 -0.32 0.809
H -1.69 -1.61 1.75 0.237
H -2.38 1.47 -0.49 0.225
H 1.59 0.95 -0.50 0.446
H 2.92 -0.02 -0.19 0.367
```



## ii
Molecular formula: C3H4N2S2
Method: DFT, ωB97M-V with the def2-TZVPD basis set

Calculated values
Gap between HOMO and LUMO   0.2718 Ha
2S+1   1
E_HOMO   -0.331 Ha

Geometry as XYZ:
```
11
Properties=species:S:1:pos:R:3:nbo_charge:R:1
S 2.87 -1.26 -0.05 0.141
C 1.47 -0.55 0.29 -0.377
C 1.12 0.81 -0.16 -0.004
N -0.01 1.42 -0.10 -0.177
N -1.13 0.68 0.22 -0.425
C -1.48 -0.53 -0.28 -0.109
S -2.93 -1.25 -0.01 -0.082
H 0.76 -1.03 0.92 0.210
H 1.95 1.42 -0.49 0.214
H -1.88 1.26 0.57 0.411
H -0.73 -0.96 -0.91 0.198
```



Which of them is most stable? Easy: ii.